A molecular structure, C33H40Br15F21O14. Source: OMol25; level of theory: ωB97M-V with the def2-TZVPD basis set.

Results
HOMO-LUMO gap ... 9.692 eV
Total charge ... 0

Structure (XYZ):
```
123
Properties=species:S:1:pos:R:3:forces:R:3
C 4.561309 -3.601887 4.393075 -0.12 1.19 -0.02
Br 5.704060 -2.028213 3.932368 -0.70 -0.86 0.61
Br 2.704706 -3.221624 3.798797 1.03 -0.41 0.33
Br 4.572326 -4.088203 6.284087 0.14 0.26 -0.90
H 5.019446 -4.381001 3.796975 -0.40 -0.22 0.15
C 0.933362 3.906260 -4.016303 -0.55 -0.30 -0.47
Br 1.586022 2.219286 -4.834928 -0.39 0.89 0.74
Br 0.475796 3.870485 -2.134290 0.65 -0.41 -0.40
Br -0.699161 4.539334 -4.902952 0.61 -0.16 -0.19
H 1.729186 4.617217 -4.196707 -0.17 0.09 0.13
C -3.134360 -3.450218 3.434035 0.56 0.42 0.38
Br -3.533159 -4.447656 5.087913 0.50 0.50 -0.86
Br -1.963498 -4.359105 2.152021 -0.85 -0.02 0.75
Br -2.297441 -1.682558 3.718615 -0.51 -0.68 0.49
H -4.111299 -3.232061 3.021944 0.19 -0.20 -0.35
C -2.814711 -5.032083 -1.879045 -0.44 1.73 -0.39
Br -2.928030 -4.227747 -3.680548 -0.06 -0.72 0.31
Br -4.490576 -4.501800 -0.962651 1.06 -0.42 -0.12
Br -1.175450 -4.245236 -1.134795 -0.58 -0.67 -0.06
H -2.769845 -6.112906 -1.909988 0.15 0.10 -0.07
C -4.881763 5.516401 2.390020 -0.03 -0.40 0.28
Br -5.918634 5.804751 4.015810 0.45 -0.26 -0.26
Br -5.716412 4.148216 1.279273 0.10 1.05 -0.02
Br -2.990333 5.035980 2.705501 -1.16 0.62 0.07
H -4.950277 6.474389 1.891349 0.35 -0.21 -0.25
C -0.022411 -4.088074 -6.884444 0.13 -0.40 -0.50
C 0.456598 -2.778188 -6.302954 0.13 -0.56 -1.43
O 1.418319 -3.091139 -5.281441 -0.29 -0.25 0.99
C 2.039874 -2.055097 -4.769159 -0.28 0.51 0.67
O 1.912681 -0.921910 -5.139999 0.28 0.06 0.21
C 2.977518 -2.400399 -3.547379 0.42 -0.09 -1.42
F 4.225908 -2.102832 -3.948356 0.05 0.22 0.19
F 2.692725 -1.682226 -2.472440 -0.22 0.01 -0.04
F 2.981893 -3.692337 -3.239082 -0.37 -0.18 0.26
H -0.835424 -3.912091 -7.590547 0.13 0.18 -0.10
H -0.393384 -4.861043 -6.213016 0.09 0.35 0.50
H 0.821270 -4.517691 -7.427077 -0.17 -0.21 -0.09
H -0.378931 -2.127517 -6.045851 0.38 0.10 0.84
H 1.045405 -2.289974 -7.081146 -0.34 0.33 -0.05
C 0.771314 5.229413 2.286974 0.45 0.82 -0.54
C 1.270119 5.266464 3.727474 0.48 -0.84 -0.69
O 0.515988 4.434075 4.647672 -0.31 0.92 1.10
C 0.372327 3.138799 4.534042 0.27 0.13 -1.35
O 0.780770 2.469342 3.625170 -0.12 -0.21 0.56
C -0.495375 2.511338 5.655581 1.05 -0.30 0.49
F -1.407722 1.742862 5.095591 -0.83 -0.07 -0.27
F 0.270853 1.682363 6.403579 0.03 0.46 -0.09
F -1.061979 3.393949 6.474160 -0.08 -0.08 -0.25
H 1.034764 4.372323 1.670293 -0.07 -0.47 0.71
H 1.321594 6.018274 1.763397 -0.08 0.26 0.15
H -0.281786 5.464882 2.137152 -0.05 -0.05 0.35
H 1.291345 6.254426 4.180322 -0.74 0.03 -0.06
H 2.326751 4.992878 3.751751 -0.08 -0.58 -0.04
C 3.028446 -5.451035 0.573391 0.16 0.46 -0.73
C 4.536444 -5.348744 0.695220 0.16 -0.73 0.39
O 4.888287 -3.993859 0.345010 -0.58 -0.04 -0.38
C 6.094901 -3.540419 0.555090 0.97 -0.66 1.77
O 6.974192 -4.075549 1.190051 -0.65 0.17 -0.70
C 6.302221 -2.127369 0.022638 0.78 1.03 -1.61
F 7.558783 -2.068982 -0.513175 -0.76 0.04 0.71
F 5.471180 -1.797586 -0.972862 -0.25 -0.35 0.01
F 6.170865 -1.170814 0.939778 0.34 -0.44 0.19
H 2.662247 -6.423113 0.895503 0.03 -0.03 -0.14
H 2.808161 -5.255744 -0.479168 -0.23 -0.47 -0.07
H 2.471650 -4.664360 1.080493 0.37 -0.07 0.52
H 5.055935 -6.043877 0.031868 -0.20 0.27 -0.54
H 4.945092 -5.698658 1.646047 -0.17 0.85 0.44
C -1.063547 0.278894 -3.101979 -0.10 -0.23 0.84
C -2.275780 0.874419 -3.802334 0.94 0.80 0.64
O -2.435746 0.245015 -5.073883 0.11 -1.06 -0.57
C -3.636011 0.085377 -5.577879 -0.81 -0.64 -0.25
O -4.689236 0.451821 -5.145995 0.11 0.32 0.21
C -3.644165 -0.843597 -6.844549 0.89 0.93 0.64
F -4.000574 -2.068446 -6.472066 -0.41 -0.34 -0.01
F -4.486664 -0.377136 -7.762094 0.18 -0.28 0.12
F -2.413027 -0.944647 -7.368179 -0.07 0.06 -0.39
H -1.236037 -0.784575 -2.914766 0.33 -0.22 -0.68
H -0.967978 0.605853 -2.063157 -0.44 0.64 -0.05
H -0.091277 0.538088 -3.514300 -0.20 -0.48 -0.50
H -2.101256 1.911883 -4.091225 -0.18 0.19 0.64
H -3.130950 0.759053 -3.138454 -0.34 0.07 -0.49
C 1.569403 -1.656954 0.569888 0.02 0.70 0.30
C 0.113379 -1.339310 0.873019 0.46 -1.84 -1.04
O -0.105675 0.056106 0.891010 -0.50 1.02 0.52
C -1.375500 0.451889 0.749498 1.11 -1.57 -0.27
O -2.319234 -0.276049 0.698225 -0.51 0.24 -0.02
C -1.478779 1.947105 0.587775 -0.15 1.70 0.28
F -2.333136 2.285339 -0.387913 0.15 -0.35 0.03
F -1.942583 2.486980 1.722329 -0.25 -0.40 0.25
F -0.320350 2.566035 0.353558 0.16 -0.39 -0.21
H 1.623996 -2.669086 0.170263 0.12 0.04 -0.09
H 2.187891 -1.597172 1.464836 -0.05 -0.09 0.02
H 1.994563 -0.932489 -0.122491 -0.11 -0.23 -0.28
H -0.155975 -1.919793 1.756933 -0.43 0.81 0.36
H -0.503109 -1.751566 0.070013 -0.10 0.10 0.03
C -4.419585 1.476229 4.095082 1.17 0.16 0.38
C -5.348890 1.364938 2.943734 0.69 -1.19 0.17
O -6.678999 1.744720 3.304565 -1.22 0.61 -0.76
C -7.485161 0.813227 3.800562 1.15 -0.02 1.15
O -7.124119 -0.265027 4.175366 -0.26 -0.37 -0.28
C -8.965442 1.240976 4.021535 1.22 -1.15 -1.09
F -9.674120 0.445459 3.198047 -0.40 0.56 -0.47
F -9.379379 0.915976 5.234640 0.07 0.86 0.46
F -9.125008 2.520313 3.715334 -0.71 -0.06 0.41
H -4.552080 0.754122 4.899287 -0.31 0.10 0.00
H -4.381880 2.501059 4.470749 -0.15 -0.07 0.19
H -3.426569 1.290421 3.673905 0.03 -0.02 0.15
H -5.334650 0.336579 2.575748 -0.28 0.04 -0.06
H -4.931418 2.007928 2.172205 -0.83 -0.05 0.00
C 4.823526 3.431213 -2.180646 0.00 -0.93 -1.26
C 5.509317 3.476530 -0.829877 0.40 -0.31 -0.62
O 4.891655 2.440331 -0.043445 -0.01 -0.01 0.96
C 4.052967 2.754940 0.929291 -0.20 0.40 -0.80
O 3.654058 3.859612 1.171036 0.06 -0.23 0.53
C 3.505379 1.460132 1.593759 0.38 0.11 0.10
F 2.190087 1.565475 1.654094 0.00 -0.13 0.20
F 3.812110 0.391888 0.866289 0.04 -0.25 -0.24
F 4.023100 1.241785 2.819486 -0.33 0.46 -0.25
H 5.022729 2.444727 -2.611724 0.27 -0.01 0.02
H 5.155417 4.130038 -2.948966 0.32 0.30 0.42
H 3.733051 3.425164 -2.240495 -0.07 0.52 0.90
H 5.618443 4.464042 -0.385103 -0.77 -0.15 0.45
H 6.522151 3.073383 -0.870272 0.07 0.26 -0.54
```
Positions in Å, forces in eV/Å.


A molecular structure, C33H40Br2N2ORuSe2Si. Source: OMol25; level of theory: ωB97M-V with the def2-TZVPD basis set.

Results
HOMO-LUMO gap (alpha / beta) ... 7.550 / 6.514 eV
2S+1 ... 2
Total charge ... +1

Structure (XYZ):
```
82
Properties=species:S:1:pos:R:3:forces:R:3
Ru -1.264695 -0.079092 0.319193 -0.21 -0.41 0.10
C -1.433022 -1.583619 3.668727 0.10 0.03 0.17
Se -1.511803 0.138569 2.769125 -0.22 0.12 0.21
C -3.452349 0.291141 2.985761 -0.05 0.00 -0.31
C -4.180676 -0.834863 2.274185 0.05 -0.01 -0.02
Se -3.588685 -1.003200 0.399110 -0.10 0.07 0.08
C -3.416636 -2.930002 0.287844 0.14 0.01 -0.01
H -1.937670 -1.441723 4.623275 -0.02 -0.01 -0.03
H -0.394721 -1.836933 3.857882 0.02 -0.01 -0.05
H -1.906317 -2.370518 3.089927 0.02 0.05 -0.04
H -3.718172 1.253968 2.557684 -0.03 0.03 0.02
H -3.691387 0.322384 4.048208 0.08 -0.08 0.02
H -5.252427 -0.640921 2.253668 0.01 0.00 -0.02
H -4.024111 -1.796763 2.758631 0.03 0.01 -0.02
H -4.393672 -3.384882 0.421614 -0.02 0.01 -0.01
H -2.697954 -3.290620 1.019690 -0.04 0.02 -0.01
H -3.039386 -3.115869 -0.716033 -0.01 -0.04 0.01
C -0.122956 -1.769997 0.744374 0.01 -0.37 0.18
Si 1.698236 -1.360528 0.673098 -0.07 0.29 -0.23
C 1.631857 0.489723 1.149766 -0.05 -0.19 0.00
N 0.534776 1.173518 0.386654 0.40 -0.03 -0.13
C 0.991110 1.380375 -1.048507 -0.17 -0.07 -0.09
C 1.122016 2.838150 -1.457873 0.03 -0.02 -0.07
C 2.036692 3.559325 -0.474847 -0.02 -0.04 0.01
C 1.444366 3.479143 0.944663 -0.02 0.05 -0.02
C 0.275784 2.499496 1.020307 -0.09 0.01 0.00
C 2.696250 -2.277512 1.957492 -0.02 0.12 0.08
C 2.487220 -2.025776 3.317544 0.04 0.00 0.02
C 3.186608 -2.714213 4.296145 0.01 -0.01 -0.01
C 4.115910 -3.677575 3.926370 0.00 0.00 0.01
C 4.339787 -3.942098 2.584009 0.01 -0.01 0.01
C 3.638036 -3.245428 1.609535 -0.02 -0.05 -0.03
C 2.494226 -1.525184 -1.009551 0.04 -0.08 0.07
C 1.792458 -1.983863 -2.123621 -0.01 0.01 0.01
C 2.387610 -2.011701 -3.378938 -0.01 -0.02 0.00
C 3.697960 -1.586443 -3.535962 0.00 0.00 -0.01
C 4.419073 -1.140872 -2.434848 0.01 0.00 -0.01
C 3.820619 -1.114045 -1.185167 0.00 0.02 0.01
H -0.217535 -2.262268 1.716184 -0.20 0.08 -0.01
H -0.398673 -2.541005 0.017259 0.02 0.10 -0.11
H 2.570798 1.030791 1.007239 0.03 -0.02 -0.02
H 1.387764 0.566641 2.215213 -0.01 -0.02 0.00
H 0.314580 0.842645 -1.712071 0.11 0.05 0.02
H 1.963463 0.904896 -1.150413 0.04 0.01 -0.02
H 0.145273 3.326028 -1.530841 -0.01 0.00 0.03
H 1.541513 2.848534 -2.465701 0.01 0.02 0.01
H 2.201869 4.594613 -0.770330 -0.03 0.01 0.00
H 3.015441 3.072638 -0.502009 -0.01 0.00 0.01
H 1.046836 4.449025 1.251339 0.01 0.01 -0.01
H 2.206489 3.225469 1.681258 0.02 -0.03 -0.02
H -0.592407 2.927936 0.526846 0.11 0.00 0.01
H 0.015893 2.326858 2.064609 -0.05 -0.01 -0.03
H 1.778332 -1.263239 3.628028 0.00 0.02 0.00
H 3.015900 -2.497898 5.342801 0.00 0.00 0.01
H 4.667474 -4.216579 4.685095 0.00 -0.01 0.01
H 5.064187 -4.691694 2.294130 0.01 0.00 0.00
H 3.826155 -3.462463 0.564641 0.00 0.01 -0.01
H 0.764135 -2.306654 -2.017777 -0.01 0.02 -0.02
H 1.823973 -2.368498 -4.231569 0.00 0.01 0.00
H 4.161946 -1.606425 -4.513471 0.00 0.00 -0.01
H 5.446168 -0.820314 -2.552645 0.00 0.00 0.00
H 4.397889 -0.765166 -0.333948 0.00 0.00 0.01
C -2.999131 3.166568 0.661826 -0.01 -0.04 0.04
C -2.716128 2.756941 -0.750592 -0.10 0.00 0.10
C -3.000472 3.679643 -1.780764 0.01 -0.04 -0.07
C -2.844909 3.317951 -3.082840 0.02 0.00 0.06
C -2.422097 2.006163 -3.391302 -0.05 0.00 -0.07
C -2.308039 1.497144 -4.708540 0.01 -0.01 0.03
Br -2.656343 2.609171 -6.196920 0.00 -0.02 0.01
C -1.969277 0.192046 -4.919969 0.00 0.01 0.01
C -1.683407 -0.650882 -3.835232 -0.05 0.08 -0.02
Br -1.326293 -2.469777 -4.167171 0.03 0.00 0.01
C -1.695413 -0.193384 -2.531839 -0.24 -0.05 0.03
O -1.356719 -0.959541 -1.516856 0.35 0.40 0.13
C -2.126455 1.152920 -2.307940 0.04 -0.15 -0.16
N -2.257132 1.545525 -0.998031 0.13 0.16 0.05
H -2.613332 4.163661 0.874998 0.00 0.01 -0.01
H -2.556950 2.459730 1.357414 0.01 0.03 0.03
H -4.079493 3.196086 0.821759 -0.01 0.00 0.01
H -3.347529 4.668231 -1.514009 -0.01 0.01 0.00
H -3.054648 4.012957 -3.883706 -0.01 0.00 -0.01
H -1.917649 -0.206576 -5.923284 -0.01 0.01 -0.01
```
Positions in Å, forces in eV/Å.


Question: Which value of total charge does entry 1 give?
Answer: 0


Question: Look up the total charge of the first one.
Answer: 0


Question: The lowest total charge belongs to which entry?
Answer: C33H40Br15F21O14


Question: Look up the total charge of the first one.
Answer: 0